Record 1
C44H36Cl2N2O9STeV | the ωB97M-V functional and the def2-TZVPD basis

```
96
Properties=species:S:1:pos:R:3:mulliken_spin:R:1
C 3.150 -3.848 -0.359 0.0001
O -3.688 -0.025 2.284 -0.0006
H -1.022 -3.625 -1.197 0.0000
C -2.241 -0.381 -2.469 0.0002
O -0.811 -3.526 5.598 0.0423
H 2.484 -1.965 -4.126 0.0000
H 1.443 -5.250 3.000 -0.0001
H -2.178 -0.046 -5.143 0.0000
C 0.987 -0.477 5.775 -0.0215
H -6.621 -1.451 -3.492 0.0000
C -2.297 4.404 1.423 -0.0013
H -0.628 -2.813 -2.711 0.0000
H -3.158 5.850 0.093 -0.0001
H 5.327 2.144 -5.925 0.0000
C -2.946 6.638 2.068 0.0063
H 0.930 -2.241 7.704 0.0002
V -1.649 0.333 0.361 0.0054
C 0.915 -1.994 2.220 0.0044
H -0.188 -4.501 -2.470 0.0000
O -2.600 -0.162 -1.227 0.0005
O -1.852 2.294 0.367 -0.0018
H -0.857 -3.349 1.201 0.0002
C -0.267 -3.532 -1.980 0.0001
H 2.201 -0.373 2.746 -0.0098
C -1.359 0.434 4.508 0.0408
H 3.776 -4.652 0.004 0.0000
C 3.031 0.811 -5.068 -0.0001
C 3.594 -2.535 -0.286 -0.0004
C -5.451 -0.917 -5.208 0.0000
C 2.777 -1.523 -0.757 0.0001
H 2.188 3.855 -1.498 0.0003
C -2.572 6.368 3.371 -0.0031
H -4.053 -0.345 -6.734 0.0000
C -4.611 -0.944 -2.958 0.0000
O 0.025 0.155 1.602 0.0072
C 1.063 -3.144 -1.395 0.0000
C -2.830 5.650 1.105 0.0000
H 1.745 -1.415 -5.625 0.0000
H 1.896 -0.845 6.233 0.0037
S -0.003 2.692 3.756 0.4841
O -0.888 -1.588 0.706 -0.0008
C 0.990 0.764 5.184 0.1473
C 2.721 -3.615 3.566 0.0001
O -0.317 -4.003 1.675 0.0000
Te 0.444 -0.083 -1.711 -0.0004
H 3.422 -4.251 4.091 0.0001
C 2.196 2.117 -2.754 0.0000
H 3.833 -1.807 3.955 0.0002
H 1.886 1.375 5.190 -0.0005
C 3.504 2.090 -4.796 0.0000
Cl -1.747 4.803 5.376 0.0126
H -2.250 0.794 4.019 0.0021
C -3.156 -0.344 -4.791 0.0000
C -0.156 -1.277 5.702 0.1333
C 1.765 2.853 -1.507 0.0002
H -6.267 -1.061 -5.904 0.0000
H 4.785 3.727 -5.362 0.0000
H 2.101 2.346 -0.597 0.0006
N -2.846 0.129 1.492 -0.0027
C -1.323 -0.813 5.070 -0.0131
C 1.755 -1.268 -4.546 0.0000
H 0.767 -1.527 -4.173 0.0000
O 0.572 -3.016 7.253 -0.0004
C 1.625 -4.184 2.959 -0.0012
C 2.153 0.147 -4.222 0.0001
H 3.442 3.721 -3.409 0.0000
C 1.736 0.833 -3.074 0.0001
H 3.967 2.933 -6.710 0.0000
H 1.587 -5.170 -0.979 0.0000
H 3.122 -0.494 -0.713 0.0002
H -4.760 -1.102 -1.899 0.0000
C -5.652 -1.134 -3.852 0.0000
H -2.700 7.116 4.143 -0.0006
C -2.057 5.122 3.710 0.0093
C 2.948 -2.235 3.502 0.0057
C -1.885 4.145 2.739 0.0037
C 0.714 -3.387 2.260 -0.0026
C 1.914 -4.139 -0.912 0.0001
H 4.566 -2.300 0.128 0.0000
C -0.005 -1.119 1.505 -0.0023
C -3.359 -0.554 -3.428 -0.0001
O -1.433 2.859 3.038 0.0617
C 4.450 2.766 -5.746 0.0000
Cl -3.586 8.171 1.655 0.0015
H 3.363 0.306 -5.968 0.0000
C -2.316 3.425 0.342 0.0010
H -2.182 -1.470 5.018 0.0042
N -1.034 -0.502 -2.953 -0.0002
C 1.529 -1.835 -1.293 -0.0006
C -0.173 -2.707 6.187 -0.0020
H 0.678 2.955 -1.451 -0.0005
C 3.078 2.725 -3.633 0.0000
C 2.044 -1.440 2.839 0.0055
H -2.823 3.759 -0.570 0.0001
C -0.186 1.212 4.539 0.0807
C -4.205 -0.517 -5.676 0.0000
```

Calculated values
Calculated total energy in a.u.: -5015.021432
⟨S²⟩: 0.7776
HOMO (alpha / beta) in eV: -13.1 / -13.1
Total charge: +2
E_LUMO (alpha / beta) in eV: -6.5 / -8.9
Multiplicity: 2
F_max in eV/A: 0.8


Record 2
C44H36ClGeIMnNOS2 | the ωB97M-V functional and the def2-TZVPD basis

```
88
Properties=species:S:1:pos:R:3:mulliken_spin:R:1
H -0.026 4.075 1.535 -0.0006
C 2.044 -3.236 0.258 -0.0184
C 1.403 4.214 -3.094 0.0010
H -5.967 -1.287 -0.789 0.0006
H -3.592 -0.717 -1.378 -0.0104
H 2.170 -1.216 -2.452 0.0009
C 2.633 -4.368 -0.280 0.0147
H 2.435 2.401 -2.500 -0.0008
C 0.286 4.979 -2.926 -0.0010
H -1.238 -2.141 -5.381 0.0102
C 1.552 3.014 -2.366 -0.0120
C 2.307 -2.104 -1.847 -0.0358
H -3.500 -3.842 4.942 -0.0004
H 0.159 5.901 -3.482 -0.0001
C -1.589 2.990 -0.344 0.0044
C -4.478 -3.116 3.211 0.0122
H 2.176 4.525 -3.786 0.0002
H 5.417 3.102 1.182 -0.0006
C 1.957 0.176 0.512 0.1838
C 5.756 -0.190 0.494 -0.0098
C -3.378 -3.372 3.976 -0.0039
C 0.239 3.375 2.320 -0.0029
C -3.133 1.322 1.781 0.0012
C 3.057 -4.377 -1.602 -0.0273
C -2.684 3.801 -0.193 -0.0036
C 1.054 3.808 3.360 0.0019
H -3.462 3.535 0.512 -0.0009
C 4.419 -0.544 0.403 0.0138
C -0.571 -4.429 -3.741 0.0026
C -0.755 -3.274 -2.786 0.1083
H 4.161 -1.572 0.202 0.0008
H -6.428 -2.412 1.377 0.0000
H -0.239 -0.733 -5.004 0.0020
C 3.417 0.415 0.579 -0.0048
C 1.411 2.935 4.375 -0.0024
C 0.949 1.625 4.340 0.0036
C -0.590 3.390 -1.286 0.0086
H 3.041 2.471 1.036 0.0025
H 1.413 4.831 3.372 0.0000
C 1.887 -2.085 -0.517 0.0287
H -0.858 -5.360 -3.258 -0.0009
C -3.841 -1.221 -0.451 0.0321
H 1.683 -3.231 1.280 -0.0075
H 6.514 -0.952 0.355 -0.0002
H 2.051 3.268 5.183 -0.0003
S -0.842 -0.563 -2.376 0.2845
H 0.480 -4.513 -4.034 0.0027
C 2.890 -3.241 -2.384 0.0189
C -0.231 2.065 2.265 -0.0104
C -5.417 -2.165 1.081 0.0084
C -0.401 -1.783 -4.774 -0.0050
I -0.442 -3.446 4.722 0.0012
H 7.177 1.386 0.834 0.0014
C 5.146 2.078 0.958 -0.0107
C -0.678 -1.964 -3.303 0.2262
S -0.983 -3.620 -1.170 0.4055
C -2.842 4.997 -0.932 0.0003
C -3.053 -2.153 1.519 -0.0055
H 1.230 0.928 5.120 -0.0001
C -0.732 4.591 -2.020 0.0008
H -3.107 0.487 2.484 0.0012
C -5.167 -1.544 -0.110 -0.0077
H 0.694 1.682 -0.959 0.0829
C -1.888 5.387 -1.823 -0.0006
H -3.990 1.181 1.120 0.0003
O -0.716 -2.111 1.830 0.0288
C -1.869 -2.438 2.295 -0.0248
Ge -1.396 1.366 0.800 -0.0416
H 3.217 -3.242 -3.417 0.0016
C 0.145 1.199 3.295 -0.0111
H 1.407 1.020 0.901 0.0236
N -2.835 -1.514 0.338 -0.0342
H -3.275 2.236 2.359 -0.0028
H -0.166 0.158 3.265 0.0169
H 2.747 -5.254 0.332 -0.0003
Cl -6.064 -3.555 3.795 0.0007
Mn -0.768 -1.072 0.116 4.2648
H -3.725 5.606 -0.777 0.0002
C 3.810 1.725 0.871 0.0144
C 0.580 2.616 -1.495 -0.0683
C -4.348 -2.488 1.947 -0.0125
H -1.154 -4.309 -4.655 0.0001
C 6.129 1.119 0.765 0.0175
C 1.267 -0.874 0.058 -0.4954
C -2.088 -3.037 3.528 0.0364
H 3.507 -5.267 -2.024 -0.0017
H -1.994 6.306 -2.388 0.0001
H 0.480 -2.351 -5.082 0.0039
```

Calculated values
Calculated total energy in a.u.: -6610.579990
⟨S²⟩: 8.9833
HOMO (alpha / beta) in eV: -4.1 / -5.1
Total charge: -1
E_LUMO (alpha / beta) in eV: 2.0 / 1.5
Multiplicity: 6
F_max in eV/A: 0.9


Q: Look up the total charge of the first one.
A: +2